A structure of composition C41H56N2O28S in a non-equilibrium geometry. Source: the Open Molecules 2025 dataset; level of theory: ωB97M-V/def2-TZVPD.

Element x y z (Å)
C (1.49947, 0.54576, 1.29880)
O (0.24840, 0.64626, 0.54711)
C (0.33911, -0.08547, -0.70308)
C (-0.71462, 0.36878, -1.82029)
C (-2.25594, 0.26668, -1.36453)
C (-2.68316, -1.17045, -0.79184)
C (-2.59857, -1.27266, 0.83776)
C (-4.04302, -1.53690, 1.47507)
C (-4.87632, -0.23723, 1.91000)
C (-4.36086, 1.15067, 1.33088)
C (-3.14409, 1.96722, 1.80843)
C (-2.73980, 3.35119, 1.15067)
C (-3.58684, 3.97487, 0.01272)
C (-4.85552, 3.20971, -0.49711)
N (-5.76015, 3.67771, -1.52551)
S (-6.87468, 2.38892, -1.57979)
N (-6.42909, 1.20428, -0.42369)
C (-5.21465, 1.80004, 0.15525)
H (1.33212, 0.11242, 2.35481)
H (1.94935, 1.59776, 1.30978)
H (2.26355, -0.15484, 0.79298)
H (1.39200, 0.12240, -1.14823)
H (0.30234, -1.22433, -0.50161)
H (-0.50087, 1.49305, -2.03590)
H (-0.47277, -0.20469, -2.77825)
H (-2.89316, 0.45250, -2.30967)
H (-2.45375, 1.14764, -0.66576)
H (-1.92222, -1.93047, -1.22812)
H (-3.73025, -1.51651, -1.13447)
H (-1.99885, -0.42301, 1.30857)
H (-1.97954, -2.23575, 1.03104)
H (-3.87136, -2.16491, 2.44342)
H (-4.61935, -2.23265, 0.76196)
H (-5.95497, -0.38396, 1.51176)
H (-4.94844, -0.20562, 3.04962)
H (-2.49483, 1.53931, 2.65790)
H (-1.82018, 3.93381, 1.48609)
H (-3.29290, 4.98777, -0.41967)
C (-1.75423, -5.34158, 4.70763)
C (-3.11582, -4.71957, 4.71591)
O (-3.25029, -4.22840, 3.38889)
C (-2.41151, -4.96042, 2.60486)
O (-2.39850, -4.91875, 1.40449)
O (-1.59150, -5.74349, 3.35379)
H (-1.68362, -6.19914, 5.37821)
H (-0.96626, -4.62681, 4.96055)
H (-3.90906, -5.44871, 4.90626)
H (-3.19930, -3.90856, 5.44100)
C (-5.18270, -6.21478, -0.73921)
C (-4.90317, -4.90562, -0.06815)
O (-5.48469, -3.95890, -0.95658)
C (-6.44298, -4.61301, -1.66777)
O (-7.23854, -4.07440, -2.38616)
O (-6.38269, -5.95717, -1.45785)
H (-5.32414, -7.02776, -0.02528)
H (-4.39950, -6.49744, -1.44874)
H (-5.39251, -4.82225, 0.90740)
H (-3.83600, -4.71977, 0.05442)
C (-5.46238, 0.50075, -4.31036)
C (-6.01395, -0.40648, -5.36715)
O (-5.06334, -0.28994, -6.41732)
C (-3.88924, 0.10552, -5.85266)
O (-2.83860, 0.13857, -6.42912)
O (-4.06229, 0.45801, -4.54908)
H (-5.69490, 0.15567, -3.30144)
H (-5.80850, 1.53263, -4.42174)
H (-6.05655, -1.45026, -5.04244)
H (-7.00541, -0.09973, -5.70403)
C (2.81289, -1.26303, -4.38575)
C (3.86640, -2.28524, -4.66335)
O (4.26094, -2.70081, -3.36280)
C (3.21988, -2.43745, -2.52615)
O (3.15274, -2.81461, -1.38875)
O (2.26516, -1.68963, -3.14550)
H (2.04426, -1.23593, -5.16002)
H (3.22815, -0.25958, -4.26151)
H (3.47810, -3.15087, -5.20866)
H (4.71224, -1.86944, -5.21319)
C (2.66853, -2.07737, 5.21860)
C (2.04263, -0.76158, 5.56232)
O (0.73059, -1.12775, 5.97186)
C (0.78590, -2.42445, 6.37929)
O (-0.10891, -2.99620, 6.94097)
O (1.98357, -2.98974, 6.06845)
H (3.74123, -2.09226, 5.41539)
H (2.49403, -2.36552, 4.17744)
H (2.54589, -0.26466, 6.39276)
H (2.00812, -0.08130, 4.71072)
C (0.36478, 5.71076, -1.85417)
C (0.17430, 4.22619, -1.91994)
O (1.20500, 3.73286, -1.07500)
C (1.52587, 4.73179, -0.20930)
O (2.23970, 4.59688, 0.74498)
O (0.93066, 5.90400, -0.56498)
H (-0.57492, 6.25677, -1.95194)
H (1.06849, 6.07694, -2.60759)
H (-0.79346, 3.90925, -1.51888)
H (0.28294, 3.83583, -2.93318)
C (4.82654, 2.62636, -4.73426)
C (6.23121, 3.11501, -4.90877)
O (7.01070, 1.95925, -4.63651)
C (6.22170, 0.87818, -4.86916)
O (6.61926, -0.25648, -4.89445)
O (4.92370, 1.24720, -5.06992)
H (4.12143, 3.13817, -5.39191)
H (4.47804, 2.71492, -3.70365)
H (6.43456, 3.44500, -5.93272)
H (6.47976, 3.92022, -4.22224)
C (7.66465, 0.97728, -0.56401)
C (6.48233, 1.28257, 0.30333)
O (5.99064, 2.49878, -0.24305)
C (6.41259, 2.55639, -1.53422)
O (6.03412, 3.37020, -2.33505)
O (7.31443, 1.57616, -1.80398)
H (7.82938, -0.09461, -0.68298)
H (8.58519, 1.43953, -0.19581)
H (5.70096, 0.52035, 0.23002)
H (6.75590, 1.40967, 1.35190)
C (3.10400, 3.23170, 6.14129)
C (4.50139, 3.72649, 5.92486)
O (5.29288, 2.57483, 6.18326)
C (4.49996, 1.48953, 5.97756)
O (4.89656, 0.35766, 5.94574)
O (3.19772, 1.85196, 5.81103)
H (2.37905, 3.73605, 5.50062)
H (2.78286, 3.32461, 7.18281)
H (4.67568, 4.05168, 4.89505)
H (4.76539, 4.53966, 6.60262)

Atoms 1-6, force components in eV/Å:
C 0.44 -0.01 -0.20
O 0.96 -0.81 -0.27
C 0.92 -0.41 -1.11
C 0.10 0.80 1.02
C -0.18 -0.02 -1.21
C 0.85 0.15 0.50

Properties
- M (g mol⁻¹) = 1056.95
- max |F| (eV/Å) = 6.1
- gap between HOMO and LUMO (Ha) = 0.27174

Löwdin population analysis, charges in e, atoms 1 to 99:
1 C -0.09
2 O -0.24
3 C -0.23
4 C -0.15
5 C -0.19
6 C -0.16
7 C -0.18
8 C -0.18
9 C -0.15
10 C -0.11
11 C -0.02
12 C -0.04
13 C -0.03
14 C -0.30
15 N -0.25
16 S 0.89
17 N -0.24
18 C -0.21
19 H 0.08
20 H 0.09
21 H 0.09
22 H 0.12
23 H 0.13
24 H 0.10
25 H 0.12
26 H 0.10
27 H 0.08
28 H 0.11
29 H 0.11
30 H 0.09
31 H 0.10
32 H 0.10
33 H 0.10
34 H 0.11
35 H 0.11
36 H 0.11
37 H 0.09
38 H 0.09
39 C -0.12
40 C -0.12
41 O 0.04
42 C -0.52
43 O 0.13
44 O 0.08
45 H 0.14
46 H 0.12
47 H 0.14
48 H 0.14
49 C -0.12
50 C -0.15
51 O 0.04
52 C -0.55
53 O 0.14
54 O 0.06
55 H 0.14
56 H 0.14
57 H 0.14
58 H 0.10
59 C -0.16
60 C -0.12
61 O 0.07
62 C -0.54
63 O 0.15
64 O 0.04
65 H 0.11
66 H 0.12
67 H 0.14
68 H 0.14
69 C -0.13
70 C -0.13
71 O 0.07
72 C -0.55
73 O 0.14
74 O 0.04
75 H 0.14
76 H 0.12
77 H 0.14
78 H 0.12
79 C -0.12
80 C -0.14
81 O 0.07
82 C -0.55
83 O 0.13
84 O 0.07
85 H 0.13
86 H 0.14
87 H 0.12
88 H 0.12
89 C -0.13
90 C -0.14
91 O 0.05
92 C -0.55
93 O 0.14
94 O 0.06
95 H 0.13
96 H 0.13
97 H 0.12
98 H 0.14
99 C -0.13